1.
C25H37N3OPSe3SiTe2W | ωB97M-V/def2-TZVPD

For the frontier orbital gap (alpha / beta), the calculation gives 5.512 / 5.992 eV. The calculation puts the largest force on an atom at 1.37 eV Å⁻¹. For the total energy, the calculation gives -262659.8133 eV. The total charge is +1.

Structure (XYZ):
```
74
C25H37N3OPSe3SiTe2W ωB97M-V/def2-TZVPD
W -0.68 -0.31 -0.63
N 0.84 1.70 -0.84
C 2.27 1.48 -0.60
C 2.44 1.12 0.86
N 1.59 -0.02 1.20
C 2.27 -1.31 1.30
C 2.27 -2.00 -0.04
N 0.86 -2.22 -0.39
H 0.66 1.93 -1.81
H 0.52 2.50 -0.30
H 2.89 2.36 -0.84
H 2.59 0.67 -1.24
H 2.13 1.97 1.47
H 3.49 0.93 1.09
H 1.15 0.17 2.10
H 1.70 -1.93 2.00
H 3.29 -1.21 1.71
H 2.84 -2.93 0.00
H 2.72 -1.38 -0.81
H 0.44 -2.79 0.34
H 0.77 -2.76 -1.24
Se -2.13 1.21 -1.48
Te -1.32 1.33 1.69
Te -3.49 2.46 2.49
Se -1.45 -1.13 1.65
O 0.66 -0.41 -2.34
P 0.68 -1.05 -3.74
C -0.79 -0.71 -4.71
C -1.41 -1.63 -5.56
C -2.52 -1.24 -6.30
C -3.01 0.06 -6.19
C -2.35 0.99 -5.40
C -1.24 0.60 -4.67
C 1.14 -2.79 -3.66
C 0.26 -3.86 -3.81
C 0.73 -5.16 -3.71
C 2.06 -5.40 -3.43
C 2.95 -4.34 -3.26
C 2.49 -3.04 -3.39
C 2.00 -0.25 -4.65
C 2.53 -0.86 -5.79
C 3.45 -0.19 -6.58
C 3.84 1.10 -6.25
C 3.31 1.73 -5.13
C 2.38 1.06 -4.34
H -1.03 -2.63 -5.68
H -3.00 -1.95 -6.96
H -3.89 0.35 -6.75
H -2.71 2.00 -5.34
H -0.72 1.34 -4.07
H -0.79 -3.68 -3.96
H 0.04 -5.99 -3.83
H 2.42 -6.42 -3.34
H 3.99 -4.53 -3.05
H 3.19 -2.22 -3.29
H 2.23 -1.87 -6.06
H 3.86 -0.67 -7.45
H 4.56 1.63 -6.86
H 3.60 2.74 -4.87
H 1.96 1.55 -3.47
C -4.86 -0.81 -0.99
Si -4.24 -2.51 -1.36
C -4.28 -3.74 0.04
C -4.56 -3.16 -3.07
Se -1.89 -2.25 -1.60
H -5.95 -0.76 -0.89
H -4.56 -0.13 -1.79
H -4.42 -0.45 -0.05
H -5.22 -4.29 0.12
H -4.11 -3.22 0.98
H -3.47 -4.46 -0.11
H -5.60 -3.03 -3.38
H -4.34 -4.23 -3.12
H -3.93 -2.63 -3.78
```

2.
C25H38As2CuN2O9Si2 | ωB97M-V/def2-TZVPD

For the frontier orbital gap (alpha / beta), the calculation gives 6.655 / 6.911 eV. The calculation puts the largest force on an atom at 0.45 eV Å⁻¹. As for the energy relative to the best compared isomer or geometry (same formula, charge and spin): 0.00 kcal per mole. For the total energy, the calculation gives -230022.0502 eV. Its spin multiplicity is 2. The total charge is 0.

Structure (XYZ):
```
79
C25H38As2CuN2O9Si2 ωB97M-V/def2-TZVPD
Cu 0.40 0.33 -0.27
C 1.03 -0.52 -3.46
Si -0.46 -0.19 -2.38
C -1.35 1.41 -2.80
C -1.63 -1.63 -2.61
C -2.28 -2.02 -3.79
C -3.09 -3.14 -3.79
C -3.27 -3.88 -2.62
C -2.64 -3.50 -1.45
C -1.81 -2.37 -1.44
Si -0.87 -1.61 -0.01
C -2.13 -1.12 1.29
C 0.39 -2.82 0.65
H 0.66 -0.63 -4.49
H 1.49 -1.47 -3.17
H 1.76 0.28 -3.47
H -1.30 1.59 -3.88
H -0.95 2.28 -2.29
H -2.40 1.30 -2.52
H -2.15 -1.45 -4.70
H -3.60 -3.44 -4.69
H -3.91 -4.75 -2.63
H -2.78 -4.08 -0.54
H -2.73 -2.01 1.51
H -2.81 -0.36 0.91
H -1.70 -0.77 2.23
H -0.14 -3.73 0.98
H 0.94 -2.41 1.50
H 1.09 -3.12 -0.12
N 0.78 0.44 3.93
C 0.46 0.83 2.67
N -0.27 1.94 2.53
O 0.81 0.11 1.71
H 0.69 1.06 4.71
H 1.36 -0.37 4.02
H -0.44 2.52 3.33
H -0.41 2.39 1.62
C 1.19 4.66 -5.47
O 0.95 4.69 -4.06
C 1.34 3.58 -3.39
O 1.83 2.62 -3.98
C 1.05 3.63 -1.99
C 0.44 4.72 -1.30
As 1.81 6.04 -1.15
C 1.15 7.51 -0.03
C 2.64 4.95 0.30
C 2.65 3.61 0.42
As 1.84 2.30 -0.85
C 3.53 1.80 -1.69
C 3.51 3.00 1.47
O 4.44 3.54 2.02
O 3.20 1.71 1.67
C 4.10 0.98 2.52
C 3.37 5.82 1.27
O 4.30 6.51 0.97
O 2.81 5.79 2.49
C 3.52 6.56 3.47
C -0.43 4.39 -0.22
O -0.88 3.26 0.03
O -0.82 5.44 0.54
C -1.70 5.15 1.62
H 0.81 5.59 -5.86
H 0.68 3.81 -5.93
H 2.26 4.57 -5.67
H 0.24 7.89 -0.51
H 1.90 8.29 -0.02
H 0.90 7.20 0.98
H 3.92 2.62 -2.29
H 3.39 0.92 -2.32
H 4.24 1.56 -0.89
H 3.86 -0.07 2.36
H 3.94 1.26 3.56
H 5.13 1.19 2.25
H 3.03 6.35 4.42
H 3.46 7.62 3.24
H 4.57 6.25 3.50
H -2.03 6.12 2.00
H -1.17 4.62 2.41
H -2.54 4.56 1.29
```

3.
C25H38Cl6F16O5 | ωB97M-V/def2-TZVPD

For the frontier orbital gap, the calculation gives 9.603 eV. The calculation puts the largest force on an atom at 2.48 eV Å⁻¹. As for the energy relative to the best compared isomer or geometry (same formula, charge and spin): 0.00 kcal per mole. For the total energy, the calculation gives -155391.9586 eV. The total charge is 0. The structure (SMILES) is FC(F)C(F)(F)COC(F)(F)C(F)F.FC(F)C(F)(F)COC(F)(F)C(F)F.C1CCOC1.C1CCOC1.C1CCOC1.ClCCl.ClCCl.ClCCl.

Structure (XYZ):
```
90
C25H38Cl6F16O5 ωB97M-V/def2-TZVPD
F 2.84 -8.59 -3.48
C 3.07 -7.46 -2.73
F 4.01 -7.79 -1.80
C 3.54 -6.30 -3.64
F 2.35 -5.77 -4.14
F 4.30 -6.68 -4.67
C 4.17 -5.18 -2.85
O 3.29 -4.79 -1.83
C 3.84 -4.09 -0.77
F 4.82 -4.80 -0.17
F 4.34 -2.94 -1.26
C 2.77 -3.77 0.26
F 2.10 -4.84 0.77
F 3.32 -3.14 1.33
H 2.13 -7.18 -2.25
H 4.42 -4.35 -3.52
H 5.14 -5.48 -2.45
H 2.00 -3.10 -0.12
F -4.65 0.04 4.04
C -3.39 0.49 4.29
F -2.71 -0.42 5.03
C -2.58 0.94 3.05
F -3.17 1.97 2.43
F -2.52 -0.12 2.21
C -1.19 1.35 3.48
O -1.26 2.54 4.26
C -0.19 3.36 4.05
F 0.96 2.69 4.34
F -0.07 3.76 2.76
C -0.29 4.61 4.92
F 0.83 5.36 4.81
F -1.38 5.35 4.57
H -3.53 1.40 4.88
H -0.55 1.44 2.60
H -0.74 0.53 4.05
H -0.42 4.31 5.97
C -1.90 6.24 -0.87
C -1.65 5.15 0.19
C -2.98 4.98 0.92
O -3.79 6.06 0.45
C -2.99 7.07 -0.18
H -2.41 5.75 -1.70
H -1.00 6.77 -1.16
H -0.93 5.53 0.91
H -1.24 4.22 -0.21
H -2.87 5.06 2.01
H -3.54 4.09 0.61
H -2.72 7.82 0.57
H -3.72 7.51 -0.85
C 0.35 -2.70 3.35
C 1.18 -1.43 3.39
C 1.40 -1.12 4.87
O 1.50 -2.44 5.39
C 0.43 -3.16 4.84
H 0.82 -3.40 2.65
H -0.70 -2.67 3.05
H 0.69 -0.67 2.77
H 2.12 -1.67 2.91
H 0.54 -0.59 5.28
H 2.29 -0.52 5.07
H -0.53 -2.89 5.30
H 0.49 -4.23 5.01
C 0.30 2.20 -4.97
C 0.02 1.99 -3.50
C -0.90 3.20 -3.16
O -1.39 3.75 -4.39
C -0.86 3.01 -5.49
H 0.43 1.31 -5.59
H 1.21 2.79 -5.15
H 0.93 2.03 -2.91
H -0.57 1.07 -3.47
H -0.40 3.97 -2.58
H -1.77 2.83 -2.61
H -0.58 3.61 -6.36
H -1.64 2.32 -5.84
Cl -2.37 -1.18 -2.77
C -2.20 -1.29 -4.55
Cl -2.68 -2.86 -5.23
H -2.92 -0.59 -4.94
H -1.17 -1.05 -4.77
Cl 2.21 -0.06 -0.21
C 0.45 -0.12 -0.47
Cl -0.42 1.36 0.00
H 0.19 -0.36 -1.49
H 0.08 -0.90 0.19
Cl 0.85 -2.67 -3.36
C -0.10 -3.95 -2.63
Cl -0.66 -3.48 -1.00
H -0.92 -4.19 -3.30
H 0.46 -4.87 -2.50
```

4.
C25H38ClF13INO7P | ωB97M-V/def2-TZVPD

For the frontier orbital gap, the calculation gives 8.658 eV. The calculation puts the largest force on an atom at 0.40 eV Å⁻¹. For the total energy, the calculation gives -107598.0260 eV. The total charge is +1.

Structure (XYZ):
```
87
C25H38ClF13INO7P ωB97M-V/def2-TZVPD
C 2.85 -0.91 0.31
C 4.16 -0.23 -0.10
C 4.07 1.28 -0.32
C 2.99 1.65 -1.37
C 1.73 2.20 -0.69
N 0.43 1.77 -1.34
C 0.52 1.90 -2.83
C -0.82 1.79 -3.59
C -0.97 0.43 -4.33
F 0.14 0.29 -5.11
F -2.04 0.48 -5.13
C -1.07 -0.89 -3.54
F -2.29 -1.03 -2.98
F -0.18 -0.84 -2.49
O -1.98 2.13 -2.88
C -2.03 1.82 -1.50
P -3.67 2.50 -0.83
C -4.68 2.22 -2.34
C -4.22 1.05 0.18
C -0.82 2.44 -0.79
Cl -0.66 4.16 -1.12
I -0.98 2.07 1.30
H 3.02 -1.90 0.74
H 2.16 -1.04 -0.54
H 2.34 -0.33 1.09
H 4.91 -0.43 0.68
H 4.55 -0.69 -1.02
H 5.04 1.64 -0.68
H 3.88 1.81 0.62
H 2.77 0.75 -1.95
H 3.38 2.41 -2.04
H 1.67 1.85 0.35
H 1.73 3.29 -0.68
H 0.34 0.77 -1.12
H 1.18 1.11 -3.18
H 1.01 2.85 -3.04
H -0.77 2.51 -4.42
H -0.84 -1.75 -4.16
H -1.97 0.74 -1.31
H -4.53 3.04 -3.05
H -5.73 2.21 -2.02
H -4.46 1.26 -2.83
H -3.45 0.27 0.25
H -4.47 1.40 1.18
H -5.11 0.60 -0.27
C 9.01 3.84 3.07
C 7.93 3.10 3.83
O 6.64 3.74 3.66
C 5.99 3.49 2.55
O 6.31 2.76 1.66
C 4.64 4.24 2.56
F 4.77 5.51 2.92
F 3.79 3.64 3.39
F 4.10 4.21 1.33
H 9.05 4.88 3.38
H 9.97 3.38 3.27
H 8.83 3.81 1.99
H 8.11 3.12 4.90
H 7.84 2.06 3.51
C -1.53 -4.39 1.09
C -1.77 -2.95 1.48
O -1.48 -2.71 2.87
C -0.20 -2.52 3.18
O 0.73 -2.49 2.44
C -0.08 -2.27 4.70
F -0.79 -3.14 5.40
F -0.53 -1.03 4.96
F 1.19 -2.34 5.07
H -2.10 -5.06 1.72
H -1.83 -4.55 0.05
H -0.47 -4.65 1.17
H -2.83 -2.70 1.38
H -1.19 -2.26 0.87
C -5.04 -2.57 -1.85
C -5.82 -2.68 -0.56
O -6.50 -3.94 -0.48
C -5.75 -4.97 -0.10
O -4.59 -4.94 0.19
C -6.61 -6.25 -0.03
F -7.36 -6.38 -1.12
F -7.42 -6.19 1.04
F -5.83 -7.32 0.09
H -5.70 -2.68 -2.71
H -4.56 -1.59 -1.91
H -4.26 -3.33 -1.91
H -6.60 -1.93 -0.50
H -5.17 -2.58 0.31
```

5.
C25H38InN10O4PS2 | ωB97M-V/def2-TZVPD

For the frontier orbital gap, the calculation gives 7.571 eV. The calculation puts the largest force on an atom at 1.32 eV Å⁻¹. As for the energy relative to the best compared isomer or geometry (same formula, charge and spin): 0.00 kcal per mole. For the total energy, the calculation gives -85757.4444 eV. The total charge is +2.

Structure (XYZ):
```
81
C25H38InN10O4PS2 ωB97M-V/def2-TZVPD
In -0.70 -0.60 0.45
O 1.14 -1.55 0.19
C 1.57 -2.52 -0.56
C 2.92 -2.94 -0.43
C 3.43 -3.97 -1.19
C 2.65 -4.63 -2.14
C 1.35 -4.26 -2.28
C 0.77 -3.22 -1.52
C -0.62 -2.94 -1.74
N -1.32 -2.01 -1.18
C -2.75 -2.02 -1.51
C -3.41 -0.77 -0.95
N -2.95 -0.66 0.40
C -3.76 -0.69 1.40
C -3.41 -0.76 2.79
C -4.42 -0.57 3.76
C -4.17 -0.71 5.09
C -2.91 -1.16 5.48
C -1.91 -1.37 4.58
C -2.10 -1.13 3.19
O -1.09 -1.27 2.39
H 3.50 -2.46 0.35
H 4.46 -4.27 -1.06
H 3.04 -5.43 -2.75
H 0.69 -4.81 -2.96
H -1.10 -3.62 -2.48
H -3.20 -2.93 -1.09
H -2.90 -2.08 -2.60
H -4.51 -0.83 -1.02
H -3.06 0.14 -1.45
H -4.83 -0.70 1.13
H -5.45 -0.38 3.42
H -4.95 -0.53 5.80
H -2.69 -1.36 6.52
H -0.92 -1.73 4.83
C -2.31 2.53 5.37
C -1.05 2.01 4.79
N 0.01 1.61 5.43
N 0.88 1.21 4.48
C 0.42 1.31 3.24
S 1.23 0.89 1.81
N -0.81 1.87 3.42
N -1.72 1.98 2.37
H -2.33 2.25 6.42
H -3.18 2.05 4.89
H -2.37 3.60 5.27
H 1.80 0.84 4.68
H -2.61 1.68 2.74
H -1.72 2.92 2.02
N 1.55 3.78 0.48
C 1.25 2.99 -0.76
P -0.58 2.78 -0.71
O -0.97 3.78 0.33
O -0.98 1.34 -0.67
C -1.24 3.43 -2.28
N -1.34 2.35 -3.31
H 1.63 3.08 1.21
H 0.65 4.27 0.66
H 2.38 4.39 0.46
H 1.72 2.01 -0.72
H 1.58 3.57 -1.62
H -0.62 4.23 -2.64
H -2.24 3.82 -2.08
H -0.42 1.80 -3.34
H -1.55 2.64 -4.25
H -2.06 1.69 -2.99
S 0.94 0.26 -2.78
C 2.54 -0.18 -3.29
N 2.83 -1.43 -3.60
C 4.15 -1.88 -4.03
C 4.86 -0.71 -4.69
C 4.89 0.46 -3.72
N 3.50 0.74 -3.34
H 2.08 -2.11 -3.41
H 3.98 -2.69 -4.73
H 4.72 -2.25 -3.20
H 4.29 -0.39 -5.58
H 5.87 -0.99 -4.99
H 5.28 1.34 -4.19
H 5.48 0.21 -2.85
H 3.17 1.67 -3.17
```

6.
C25H39AlN2O19PS | ωB97M-V/def2-TZVPD

For the frontier orbital gap, the calculation gives 6.302 eV. The calculation puts the largest force on an atom at 5.16 eV Å⁻¹. As for the energy relative to the best compared isomer or geometry (same formula, charge and spin): 32.02 kcal per mole. For the total energy, the calculation gives -95160.4025 eV. The total charge is -1.

Structure (XYZ):
```
88
C25H39AlN2O19PS ωB97M-V/def2-TZVPD
O -4.40 0.74 3.67
N -4.90 1.80 3.54
O -5.18 2.06 2.21
C -4.18 2.99 1.68
Al -2.85 2.14 0.36
C -1.30 1.38 1.48
C -0.06 2.34 1.61
C 0.87 2.39 0.35
S 1.59 0.80 -0.14
O 2.44 0.22 0.92
O 2.50 1.09 -1.26
O 0.50 -0.26 -0.71
C -3.61 0.58 -0.69
C -2.81 0.09 -1.83
C -3.31 -1.07 -2.57
C -4.56 -1.63 -2.13
N -5.36 -1.20 -1.12
C -4.86 -0.13 -0.44
P -2.16 3.89 -1.06
O -1.33 3.29 -2.43
O -3.57 4.63 -1.72
H -4.65 3.94 1.29
H -3.55 3.34 2.56
H -1.06 0.36 1.08
H -1.75 1.20 2.50
H -0.43 3.37 1.85
H 0.56 1.98 2.47
H 0.41 2.85 -0.56
H 1.74 3.04 0.62
H 0.95 -0.91 -1.29
H -1.86 0.59 -2.09
H -2.75 -1.51 -3.41
H -4.92 -2.53 -2.69
H -5.48 0.25 0.40
H -1.92 3.30 -3.21
H -4.06 3.88 -2.11
C -8.87 3.19 2.61
C -8.32 4.33 1.78
C -9.37 5.31 1.32
O -8.77 5.84 0.14
C -7.96 4.87 -0.36
O -7.45 4.90 -1.43
O -7.80 3.86 0.54
H -8.17 2.34 2.61
H -9.04 3.50 3.64
H -9.81 2.82 2.21
H -7.51 4.82 2.32
H -9.57 6.09 2.05
H -10.31 4.83 1.04
C 3.99 -2.10 2.26
C 5.43 -2.14 1.83
C 5.81 -3.37 1.06
O 7.21 -3.48 1.33
C 7.41 -2.91 2.55
O 8.43 -2.99 3.17
O 6.31 -2.24 2.97
H 3.85 -1.41 3.09
H 3.35 -1.78 1.43
H 3.64 -3.08 2.60
H 5.69 -1.23 1.29
H 5.63 -3.27 -0.01
H 5.33 -4.28 1.42
C -4.84 -1.32 -8.52
C -4.02 -0.98 -7.29
C -2.68 -0.37 -7.59
O -1.93 -0.73 -6.43
C -2.47 -1.89 -5.96
O -1.97 -2.57 -5.12
O -3.65 -2.16 -6.58
H -5.60 -2.06 -8.28
H -5.33 -0.43 -8.92
H -4.21 -1.75 -9.31
H -4.61 -0.36 -6.61
H -2.72 0.71 -7.71
H -2.19 -0.81 -8.46
C 10.93 -3.86 4.64
C 12.38 -3.90 4.21
C 12.76 -5.12 3.43
O 14.16 -5.22 3.70
C 14.36 -4.65 4.93
O 15.38 -4.73 5.55
O 13.25 -3.99 5.34
H 10.79 -3.18 5.47
H 10.29 -3.55 3.81
H 10.59 -4.85 4.98
H 12.63 -2.98 3.67
H 12.58 -5.03 2.36
H 12.28 -6.04 3.80
```